108
Properties=species:S:1:pos:R:3:forces:R:3 method="wB97M-V/def2-TZVPD" homo_energy_ev=-9.43 orbital_gap_ha=0.35135 multiplicity=1 smiles=c1ccncc1.c1ccncc1.c1ccncc1.c1ccncc1.c1ccncc1.c1ccncc1.c1ccncc1.c1ccncc1.ClCCl.ClCCl.ClCCl.ClCCl lumo_ev=0.13
C 2.157686 3.811946 3.479209 -0.8 1.4 -0.1
C 2.659088 4.273485 2.236311 -0.1 -0.5 0.9
C 2.581295 5.617210 1.906453 -0.2 0.2 1.2
N 2.090139 6.555754 2.773370 0.5 -1.0 -1.4
C 1.625497 6.125220 3.925654 0.1 -0.8 0.3
C 1.585407 4.755404 4.334155 0.7 1.1 -0.8
H 2.115189 2.764282 3.743192 0.3 -0.1 0.0
H 3.169440 3.535038 1.633120 -0.1 0.2 -0.5
H 2.963898 5.983024 0.964243 0.0 0.1 -0.1
H 1.301450 6.941233 4.558193 -0.3 -0.3 0.4
H 1.204239 4.541583 5.322076 -0.1 -0.3 -0.1
C 0.664831 -2.707287 -4.844510 -0.3 -0.4 -0.2
C 1.672082 -2.128418 -5.590347 -0.5 0.5 0.7
C 1.859386 -2.535164 -6.889897 0.7 -1.5 0.2
N 1.207280 -3.594100 -7.413876 0.5 1.0 -0.3
C 0.238304 -4.160115 -6.704595 0.0 1.3 -0.3
C -0.090653 -3.712312 -5.424601 -0.2 -0.6 0.1
H 0.487075 -2.356967 -3.837116 -0.2 -0.1 0.1
H 2.223411 -1.349353 -5.082259 0.4 0.1 -0.5
H 2.723680 -2.172205 -7.430233 -0.2 0.2 -0.4
H -0.339447 -4.842555 -7.313266 -0.2 -0.5 0.6
H -0.904634 -4.183505 -4.890992 -0.1 0.0 0.1
C 5.563899 1.721377 1.005563 0.5 1.1 0.0
C 6.787059 2.404511 0.937444 -0.5 -0.2 0.2
C 7.406388 2.803590 2.115641 -1.1 -0.4 0.5
N 6.843989 2.600260 3.340607 0.1 -0.2 -1.0
C 5.653144 1.984953 3.378002 0.5 0.1 -0.5
C 4.970398 1.541613 2.239538 0.3 0.0 -0.1
H 5.055729 1.497818 0.078296 -0.1 -0.3 0.0
H 7.182286 2.663845 -0.034523 0.3 -0.1 0.1
H 8.354560 3.319567 2.062878 0.1 0.1 0.3
H 5.220561 1.816398 4.354898 0.0 0.1 0.1
H 3.993019 1.083667 2.296675 0.0 -0.1 0.3
C 1.127263 0.941681 0.984221 -1.1 -0.7 0.5
C -0.204176 0.578098 1.243202 0.4 0.0 0.2
C -0.945896 -0.047610 0.266007 0.6 0.0 -1.7
N -0.452534 -0.274587 -0.978693 0.4 0.8 0.3
C 0.795644 0.170767 -1.241410 -1.0 -1.2 0.6
C 1.644634 0.657788 -0.263856 0.1 1.1 -0.2
H 1.691136 1.392024 1.788819 0.2 0.1 -0.1
H -0.679062 0.747929 2.197575 0.2 0.1 0.1
H -1.984847 -0.322250 0.385953 0.0 -0.2 0.2
H 1.144201 0.055701 -2.259016 0.0 -0.2 -0.1
H 2.644932 0.963753 -0.538289 0.1 -0.1 0.1
C 2.758561 1.631940 -3.825210 0.0 -0.4 -0.5
C 2.407663 1.600357 -5.165160 -0.3 -0.2 -0.2
C 3.250077 0.978953 -6.100046 0.6 0.6 1.0
N 4.443950 0.491878 -5.747104 0.2 -0.6 1.1
C 4.780051 0.487871 -4.431113 -1.4 0.4 -0.4
C 3.950449 1.047891 -3.448502 0.6 -0.3 -0.3
H 2.061515 1.998125 -3.084537 0.1 0.3 0.0
H 1.448670 2.026531 -5.425498 0.0 -0.1 -0.4
H 3.026368 0.874598 -7.152399 -0.3 0.2 0.0
H 5.660317 -0.052716 -4.113127 0.3 0.2 -0.3
H 4.230718 1.015471 -2.405064 0.1 -0.1 0.0
C -3.089717 0.271401 4.794972 -0.3 -1.2 0.2
C -4.345776 -0.265311 5.161803 0.3 0.6 -0.6
C -5.325176 0.641029 5.540974 0.7 0.6 -0.2
N -5.112477 1.968754 5.519795 -0.6 0.0 0.4
C -3.927577 2.448569 5.206680 0.4 -0.6 0.2
C -2.854343 1.601763 4.873970 -0.6 1.7 0.0
H -2.241327 -0.307708 4.457811 -0.4 -0.5 0.2
H -4.585518 -1.310651 5.029113 0.2 -0.1 0.2
H -6.315350 0.379537 5.887697 0.0 -0.4 -0.2
H -3.833882 3.522886 5.292603 0.2 0.1 -0.3
H -1.888483 2.010373 4.614597 0.1 0.0 0.1
C -6.805575 -2.740901 0.854245 0.0 0.3 -0.2
C -6.001625 -3.539046 0.065876 0.2 -0.1 0.4
C -4.692970 -3.137712 -0.158085 0.5 0.3 -0.5
N -4.187476 -1.970367 0.210360 -0.9 0.6 0.8
C -5.025577 -1.164303 0.926609 1.5 -0.4 -0.8
C -6.295136 -1.504446 1.288697 -0.6 -0.8 0.2
H -7.811215 -3.066136 1.080782 -0.1 0.1 0.1
H -6.300506 -4.493106 -0.344380 -0.3 0.0 0.1
H -4.012277 -3.769888 -0.714463 -0.1 -0.1 0.0
H -4.607887 -0.210535 1.220475 0.0 0.1 0.1
H -6.838250 -0.847982 1.953479 -0.2 0.0 -0.1
C -1.900640 -5.539886 -1.934323 1.0 1.9 0.5
C -3.052573 -5.835492 -2.635985 -0.4 0.1 -0.1
C -3.781787 -4.803612 -3.245698 1.4 0.4 -0.3
N -3.383676 -3.508087 -3.215021 -0.1 -1.3 0.0
C -2.251983 -3.232883 -2.572543 0.2 -0.6 0.8
C -1.454363 -4.203162 -1.889795 -1.6 0.4 -1.1
H -1.317272 -6.251341 -1.366689 -0.2 -0.4 -0.2
H -3.344192 -6.875616 -2.679072 -0.4 0.1 -0.2
H -4.602925 -5.001728 -3.920501 -0.3 -0.2 0.3
H -2.047096 -2.171482 -2.545187 0.6 0.0 0.2
H -0.572187 -3.861697 -1.368104 0.1 -0.2 0.1
Cl -1.662256 3.332171 2.386331 0.3 0.2 -0.3
C -0.731985 4.004302 1.010337 -0.4 0.0 0.1
Cl -1.322741 5.648834 0.642774 0.3 -0.5 -0.1
H 0.326386 4.037501 1.255987 -0.2 0.2 0.2
H -0.890393 3.335181 0.167007 -0.2 0.2 0.0
Cl 3.498360 -0.892071 4.569646 -0.3 0.0 -0.3
C 1.850165 -1.548892 4.670092 0.1 -0.4 0.7
Cl 0.585789 -0.298973 4.700356 0.4 -0.2 0.0
H 1.645846 -2.278146 3.890416 0.1 0.5 -0.3
H 1.839269 -2.085545 5.616609 -0.3 0.2 0.0
Cl 0.222330 -3.889859 2.250468 -1.6 0.0 0.3
C -1.571647 -3.742545 2.653026 0.0 0.4 0.0
Cl -2.127380 -2.053157 2.766202 0.4 -0.6 0.0
H -2.210294 -4.203839 1.902985 0.6 -0.1 -0.3
H -1.799544 -4.195231 3.614906 0.6 0.0 0.0
Cl -1.901949 0.406377 -3.966893 -0.1 -0.2 -0.1
C -1.257283 2.036072 -3.940696 0.3 0.2 -0.7
Cl -2.169277 3.142036 -2.934623 -0.1 0.2 0.6
H -0.217594 1.978812 -3.626131 -0.2 0.1 0.2
H -1.324306 2.471787 -4.935497 0.1 -0.3 0.0


11
Properties=species:S:1:pos:R:3:forces:R:3 method="wB97M-V/def2-TZVPD" homo_energy_ev="-19.78 / -19.71" orbital_gap_ha="0.32042 / 0.28849" multiplicity=2 charge=+2 de_lowest_ev=1.756 lumo_ev="-11.06 / -11.86"
O -3.103156 -0.620890 -1.108938 0.7 -3.0 2.2
C -2.019658 -0.958248 -0.897246 -4.6 2.5 -2.1
C -0.857337 -0.393858 -1.361429 -0.1 2.2 -1.6
C 0.356033 -0.131181 -0.615097 1.6 0.7 -0.4
C 0.770405 1.296069 -0.417704 0.3 -0.3 -0.8
H 1.138337 -0.894040 -0.619922 -0.2 0.0 -0.1
H 1.841865 1.469970 -0.301947 -0.3 0.1 0.0
H 0.143571 2.098663 -0.809209 0.3 -0.2 0.0
H -1.461832 0.329236 -2.162090 2.9 -1.6 1.3
K 0.355311 0.363732 3.441613 0.1 0.1 0.3
O 0.166313 0.543654 0.613295 -0.6 -0.4 1.2


6
Properties=species:S:1:pos:R:3:forces:R:3 method="wB97M-V/def2-TZVPD" homo_energy_ev=-10.96 orbital_gap_ha=0.43027 multiplicity=1 smiles=O.O de_lowest_ev=0.107 lumo_ev=0.75
O -0.680919 1.402037 -0.599208 0.0 0.4 0.0
H -0.139631 0.612598 -0.594445 0.0 -0.4 0.2
H -1.289692 1.271225 -1.326195 -0.1 0.0 -0.2
O 0.465450 -0.951755 0.565481 0.0 0.0 -0.2
H 1.252677 -0.546169 0.928810 0.2 0.2 0.1
H 0.392115 -1.787936 1.025558 -0.1 -0.2 0.0


91
Properties=species:S:1:pos:R:3:forces:R:3 method="wB97M-V/def2-TZVPD" homo_energy_ev="-2.26 / -2.25" orbital_gap_ha="0.21360 / 0.14593" multiplicity=2 charge=-2 de_lowest_ev=0.515 lumo_ev="3.56 / 1.72"
Tl -1.137457 -0.381552 1.300229 0.2 -0.2 -0.2
C 0.890411 -6.155922 -2.348993 -1.1 -1.0 -0.5
C 1.978770 -5.507517 -1.538662 0.3 0.2 -0.1
N 2.459768 -4.303058 -2.159289 -0.2 1.3 0.1
C 3.585231 -4.385930 -3.054266 -0.4 0.0 -0.4
C 3.245306 -4.270581 -4.547031 0.3 -0.7 1.0
C 1.974039 -3.071952 -1.850520 1.2 0.8 -0.2
S 0.651413 -3.046046 -0.768706 -0.5 0.9 0.4
N 2.614639 -2.029818 -2.383257 -0.9 -1.5 -0.4
C 2.359849 -0.760070 -2.015586 -0.2 1.7 3.7
O 1.921739 -0.422598 -0.862399 0.6 -1.0 -3.1
C 2.837587 0.298757 -2.987302 0.5 -0.6 -1.0
C 3.495208 -0.102111 -4.185809 -0.8 0.7 1.0
C 3.660519 0.836912 -5.219973 0.4 -1.6 0.5
C 3.302425 2.162214 -5.016059 -0.1 -0.4 -0.6
C 2.813249 2.578118 -3.797408 0.5 0.0 -0.1
C 2.598384 1.645433 -2.789411 -0.7 0.7 0.4
H 0.811888 -7.221539 -2.043383 -0.2 0.5 -0.1
H 1.133883 -6.163935 -3.442185 -0.2 0.2 0.9
H -0.110883 -5.676303 -2.175686 1.0 -0.3 -0.3
H 2.868497 -6.144780 -1.499661 -0.3 -0.2 0.4
H 1.621226 -5.265246 -0.530208 0.2 -0.2 -0.1
H 3.987437 -5.358603 -2.837142 0.6 -0.5 -0.3
H 4.309297 -3.636560 -2.774520 0.2 0.3 0.0
H 2.781310 -5.164012 -4.913271 -0.4 -0.7 -0.1
H 4.176912 -4.205126 -5.053006 0.9 0.3 -0.7
H 2.611814 -3.458610 -4.806067 -0.4 0.9 0.1
H 3.800989 -1.149035 -4.152021 -0.1 0.3 -0.8
H 4.066658 0.445979 -6.160861 -0.1 0.5 0.2
H 3.344689 2.853098 -5.842155 0.2 0.2 -0.1
H 2.646129 3.646575 -3.686766 -0.3 -0.3 0.4
H 2.154651 2.005968 -1.873764 -0.1 -0.2 0.3
O 1.893462 2.529829 0.742771 -0.1 -0.9 1.0
As 0.778827 2.813512 2.152870 -0.7 0.9 0.1
O 1.339989 3.762538 3.404068 0.4 -1.1 -0.6
O 0.129478 1.296757 2.452518 0.4 0.9 0.0
C -0.365963 4.282594 1.348743 -1.5 -1.6 -1.9
C 0.035405 5.573574 1.611279 2.1 -0.1 1.1
C -0.385278 6.658539 0.883252 -1.3 1.6 -0.1
C -1.434342 6.488919 -0.036999 0.3 -0.1 0.6
C -1.948875 5.194087 -0.321900 -0.1 1.1 0.5
C -1.407493 4.101166 0.361700 0.6 0.3 0.3
S -2.015017 2.464913 -0.128364 0.7 -1.9 -1.0
O -2.765108 1.883113 0.994598 0.4 0.7 -0.1
O -2.804884 2.584941 -1.340960 -0.8 1.2 0.0
O -0.804375 1.697090 -0.482748 -0.1 0.7 1.0
H 1.919624 1.537348 0.646664 -0.2 1.2 -0.1
H 0.822733 5.688790 2.385703 -0.6 -0.1 -0.6
H -0.042696 7.725506 1.135925 -0.4 -1.8 -0.4
H -1.873592 7.438372 -0.359894 -0.1 -0.6 -0.6
H -2.812480 5.082303 -1.007134 0.8 -0.2 0.5
C -1.740764 4.718036 5.181190 0.0 0.1 1.0
C -2.010033 3.219341 5.214478 -0.6 -0.6 0.6
C -3.003379 2.665842 4.394002 0.8 0.2 0.2
C -3.203110 1.285449 4.271825 0.0 1.1 -0.3
C -2.521064 0.478532 5.135760 -0.3 -1.4 -0.6
C -1.706537 1.008020 6.120096 0.5 -0.6 0.4
C -1.388265 2.342947 6.140306 -0.2 1.6 -0.6
S -2.574824 -1.324930 4.776974 2.0 1.4 -1.8
O -3.701505 -1.581181 3.898039 -0.1 0.1 1.1
O -2.454080 -1.941221 6.086322 -0.3 -0.6 -0.3
N -1.275343 -1.505864 3.720106 -1.3 -0.7 1.6
C -0.058590 -1.965985 4.111038 1.1 0.0 -0.4
C 0.431956 -1.990354 5.436901 1.0 -0.7 -0.9
C 1.789862 -2.218454 5.662556 -0.2 0.3 -0.3
C 2.659020 -2.396353 4.581104 0.4 -0.3 -0.9
C 2.084362 -2.433296 3.268900 0.4 0.3 2.5
N 0.792386 -2.329967 3.076734 -1.3 1.1 -0.2
H -2.674256 5.312794 5.122927 0.3 -0.4 0.2
H -1.171457 5.002969 4.317905 0.4 -0.1 -0.6
H -1.126031 5.071388 6.053734 -0.7 -0.4 -0.6
H -3.563121 3.370440 3.819918 -0.4 0.1 -0.7
H -3.814716 0.853163 3.486723 -0.1 0.2 0.1
H -1.312897 0.326397 6.852970 0.4 -0.1 0.1
H -0.680185 2.814101 6.834917 -0.2 -0.6 -0.1
H -0.327615 -1.921999 6.161486 -0.2 0.4 1.2
H 2.220064 -2.147570 6.668178 -0.3 -0.2 -0.2
H 3.756548 -2.547390 4.743626 -1.1 0.3 -0.3
H 2.717606 -2.435560 2.393597 0.1 -0.5 -0.2
O -3.139074 -1.663980 -2.041781 -1.2 0.1 -2.8
N -3.480807 -1.543294 -3.340295 1.0 -0.9 3.0
C -3.602386 -0.314312 -3.892389 -0.6 1.5 0.0
C -3.816867 -0.165293 -5.258231 -0.3 -0.8 0.3
C -3.819585 -1.317265 -6.074390 0.0 1.5 -0.1
C -3.611253 -2.548452 -5.501718 -0.6 0.2 1.0
C -3.624387 -2.657124 -4.103168 0.9 -1.3 -0.9
H -3.609006 0.562831 -3.190066 0.4 -1.2 -0.5
H -4.038307 0.838748 -5.637003 0.3 -0.5 0.1
H -4.038755 -1.224515 -7.134686 0.4 0.0 0.1
H -3.471356 -3.405585 -6.140881 -0.4 -0.3 0.2
H -3.607217 -3.687051 -3.644640 0.2 1.7 0.0